C5H12NO | ωB97M-V with the def2-TZVPD basis set

Positions of all 19 atoms, in Å:
C1 -1.203236 1.015334 1.133815
C2 -0.205517 -0.060758 0.681924
C3 0.960498 -0.087778 1.638356
C4 0.276020 0.144010 -0.767445
N1 -0.766351 0.781751 -1.580876
C5 0.540916 -1.257056 -1.414818
O1 -0.604248 -1.819078 -1.823692
H1 -1.296004 1.018320 2.220809
H2 -0.697529 1.959184 0.927565
H3 -2.089166 0.952773 0.545573
H4 -0.655904 -1.053806 0.675237
H5 1.744127 -0.789082 1.351958
H6 0.601502 -0.353866 2.635244
H7 1.449694 0.896135 1.740140
H8 1.126904 0.831911 -0.759850
H9 -0.306413 0.864049 -2.487691
H10 -1.269097 -0.087299 -1.816841
H11 1.123495 -1.829801 -0.643873
H12 1.270310 -1.124943 -2.255534

Atoms 1-3, force components in eV/Å:
1.78 -0.05 0.08
-0.06 0.14 -0.33
0.46 0.23 0.51

Properties
Net charge: -1
HOMO level, eV: -2.71
Energy above the lowest of the compared OMol25 structures with the same formula, charge and spin, kJ/mol: 17.9
Kohn-Sham gap, eV: 6.78
SMILES: CC(C)[C@H](N)C[O-]



C24H11CoF6IN4O8S | ωB97M-V with the def2-TZVPD basis set

Positions of all 56 atoms, in Å:
Co1 -0.726134 0.702361 -0.637795
O1 -3.362134 3.758661 0.317105
C1 -2.506934 2.888261 0.217605
O2 -2.406834 1.997061 -0.667595
C2 -1.399634 2.811861 1.284205
C3 -1.290934 3.621761 2.405705
C4 -0.231034 3.412961 3.274205
C5 0.653066 2.373661 3.030705
C6 0.461766 1.596861 1.896905
N1 -0.520534 1.850161 1.045305
C7 1.296366 0.364461 1.510305
O3 2.023566 -0.142339 2.358805
O4 1.107166 -0.009539 0.322705
H1 -2.029234 4.390461 2.573605
H2 -0.101834 4.046561 4.141605
H3 1.472166 2.144261 3.695205
F1 -2.024934 0.831161 4.788705
C8 -1.384634 -0.293139 4.382505
C9 -1.825034 -0.955239 3.285605
N2 -1.270834 -2.131539 2.896005
C10 -1.780334 -2.827239 1.742605
C11 -1.675534 -2.008139 0.389105
O5 -1.685334 -2.680639 -0.632595
O6 -1.659734 -0.770839 0.542105
C12 -0.149334 -2.643039 3.525405
O7 0.369166 -3.695339 3.224305
N3 0.282566 -1.914839 4.607405
C13 -0.260334 -0.759039 5.158305
O8 0.182566 -0.296139 6.192505
H4 -2.637634 -0.576139 2.685705
H5 -2.839834 -3.063439 1.881705
H6 -1.204734 -3.745439 1.619005
H7 1.149166 -2.240639 5.017505
I1 -3.468634 -0.004939 -2.894995
C14 -1.641334 -1.027939 -2.958295
C15 -1.572434 -2.184539 -3.710595
C16 -0.357234 -2.842939 -3.788695
C17 0.725066 -2.299939 -3.109995
C18 0.556566 -1.133439 -2.397095
N4 -0.617434 -0.489139 -2.310695
H8 -2.443834 -2.566539 -4.221695
H9 -0.259934 -3.756439 -4.358595
H10 1.699166 -2.760739 -3.150395
H11 1.381566 -0.695839 -1.855295
F2 4.721366 -0.136139 -4.982895
C19 3.718066 0.489261 -4.318895
C20 3.959666 1.100661 -3.089195
F3 5.212366 1.082461 -2.582895
C21 2.939166 1.730861 -2.408695
F4 3.228366 2.336461 -1.246395
C22 1.610266 1.770161 -2.893095
S1 0.363466 2.553661 -2.028395
C23 1.412766 1.153661 -4.152295
F5 0.185966 1.143661 -4.712795
C24 2.431666 0.536161 -4.848995
F6 2.191266 -0.036239 -6.053595

Atoms 1-3, force components in eV/Å:
0.76 0.96 0.69
-0.44 0.62 0.30
0.37 -0.33 0.06

Properties
2S+1: 2
Net charge: -2
HOMO level (spin up / spin down), eV: -2.08 / -2.56
Energy above the lowest of the compared OMol25 structures with the same formula, charge and spin, kJ/mol: 0.0
Kohn-Sham gap (spin up / spin down), eV: 6.11 / 6.59



C7H7N2O5P | ωB97M-V with the def2-TZVPD basis set

Positions of all 22 atoms, in Å:
O1 2.250646 -2.068654 1.780817
C1 1.106266 -1.748079 1.408350
C2 0.548278 -1.242050 0.205276
C3 -0.800412 -1.288906 0.727509
C4 -0.319482 -1.794370 2.017987
O2 -0.876736 -2.343804 2.977784
O3 -1.988553 -1.178113 0.183283
P1 -2.145178 0.777291 0.171907
O4 -2.277193 0.911120 -1.303579
O5 -3.427683 0.834350 0.960924
N1 -0.805658 1.151186 0.979805
C5 0.468300 1.450832 0.407680
C6 0.657765 1.453233 -1.079773
C7 0.389193 0.046416 -1.775141
N2 1.136371 -0.956584 -1.041207
H1 1.176047 0.551027 0.668432
H2 0.903575 2.296431 0.877759
H3 1.660639 1.665835 -1.335112
H4 0.096916 2.308131 -1.530017
H5 -0.673183 -0.017145 -1.608537
H6 0.737954 -0.036683 -2.782016
H7 2.182127 -0.771463 -0.912131

Atoms 1-3, force components in eV/Å:
-0.78 0.28 -0.35
0.67 -0.44 1.33
-0.38 -0.49 -0.62

Properties
Net charge: -2
HOMO level, eV: -0.65
Kohn-Sham gap, eV: 6.66
SMILES: O=c1c2c(c1=O)OP([O-])([O-])=NCCCN2



C4H5NO | ωB97M-V with the def2-TZVPD basis set

Positions of all 11 atoms, in Å:
N1 -1.922244 -1.506430 -0.921369
C1 -0.811488 -1.276634 -0.690086
C2 0.579426 -0.958134 -0.346152
C3 0.825290 0.504837 -0.059473
C4 0.003013 1.362752 0.552963
O1 -1.246569 1.163692 1.018204
H1 0.851681 -1.586568 0.511318
H2 1.208516 -1.284803 -1.179117
H3 1.794432 0.886144 -0.355596
H4 0.321629 2.383628 0.745120
H5 -1.603687 0.311518 0.724188

Atoms 1-3, force components in eV/Å:
1.06 0.27 0.25
-0.97 -0.20 -0.20
0.01 -0.07 -0.01

Properties
HOMO level, eV: -9.37
Energy above the lowest of the compared OMol25 structures with the same formula, charge and spin, kJ/mol: 93.8
Kohn-Sham gap, eV: 10.07
SMILES: N#CC/C=C\O